Record 1
ORCA calculation (ωB97M-V/def2-TZVPD) on a 2-piece molecular cluster, C4H14N3 overall at a distorted geometry.

For the LUMO energy, the calculation gives -0.1113 hartree. For the energy relative to the best compared isomer or geometry (same formula, charge and spin), the calculation gives 0.638 eV. As for the calculated total energy: -8839.3846 eV. As for the largest force on an atom: 0.0508 Eh/bohr. Its charge is +1.

Structure (XYZ):
```
21
Properties=species:S:1:pos:R:3:nbo_charge:R:1
C -0.5143 -2.4545 -0.3051 -0.432
C -0.4345 -0.1607 -1.1917 0.680
N -1.1194 -1.2167 -0.7838 -0.548
N 0.8711 -0.1827 -1.4837 -0.771
N -1.0303 1.0357 -1.1338 -0.757
H -2.1188 -1.1909 -0.8406 0.428
H 1.0930 -1.0852 -1.8737 0.418
H 1.5198 0.5859 -1.5376 0.447
H -1.8422 1.2326 -0.5741 0.429
H -0.5446 1.8306 -1.5114 0.419
H 0.5519 -2.2534 -0.1828 0.218
H -0.5038 -3.2962 -1.0017 0.225
H -0.9832 -2.7981 0.6121 0.242
C 0.2543 1.1449 2.3274 -0.627
C 1.6859 1.6108 2.0627 -0.618
H -0.3165 1.7464 3.0521 0.222
H -0.2765 1.3073 1.3866 0.171
H 0.0793 0.2032 2.8565 0.221
H 2.2144 0.8313 1.5033 0.196
H 2.2411 1.6899 2.9995 0.224
H 1.6877 2.6130 1.6328 0.212
```


Record 2
ORCA calculation (ωB97M-V/def2-TZVPD) on an isolated ion of composition C8H16NO and charge +1 at a distorted geometry.

For the LUMO energy, the calculation gives -0.1151 hartree. For the energy relative to the best compared isomer or geometry (same formula, charge and spin), the calculation gives 4.622 eV. As for the calculated total energy: -12082.2661 eV. As for the largest force on an atom: 0.0875 Eh/bohr. Its charge is +1.

Structure (XYZ):
```
26
Properties=species:S:1:pos:R:3:nbo_charge:R:1
C -1.4056 -0.8615 -0.1546 -0.114
C -0.6470 0.2059 -0.3082 0.139
C -0.6223 -2.1436 -0.1170 -0.231
C 1.2873 -0.6993 -0.2871 0.258
C -2.8969 -0.9221 0.1906 -0.654
C -0.1867 2.4993 0.4918 -0.617
C 3.3122 0.4758 -0.0488 -0.252
C -0.8221 1.5879 -0.6304 -0.509
N 0.8781 -2.0389 0.2646 -0.536
O 2.1091 -0.1321 0.5681 -0.521
H -1.1034 -2.9926 0.2866 0.238
H -0.5678 -2.5326 -1.1430 0.215
H 1.4057 -0.7480 -1.3803 0.208
H -3.7798 -1.3948 -0.4212 0.255
H -3.3030 0.1079 0.2288 0.239
H -2.9133 -1.4240 1.1288 0.228
H 0.6504 3.1834 0.0718 0.218
H 0.2650 1.8924 1.2748 0.224
H -0.9795 3.2150 0.6767 0.238
H 4.0400 -0.2921 -0.1906 0.197
H 3.5633 1.2631 0.6493 0.224
H 3.1137 0.9380 -1.0049 0.194
H -0.2620 1.7114 -1.6109 0.243
H -1.9799 1.8025 -0.7861 0.245
H 1.0898 -2.1243 1.2000 0.432
H 1.3575 -2.9005 -0.1239 0.439
```


Record 3
ORCA calculation (ωB97M-V/def2-TZVPD) on a 2-piece molecular cluster, C5H13N2O overall at a distorted geometry.

For the LUMO energy, the calculation gives -0.1087 hartree. For the energy relative to the best compared isomer or geometry (same formula, charge and spin), the calculation gives 2.741 eV. As for the calculated total energy: -10415.4553 eV. As for the largest force on an atom: 0.0304 Eh/bohr. Its charge is +1.

Structure (XYZ):
```
21
Properties=species:S:1:pos:R:3:nbo_charge:R:1
C 0.5475 1.1228 -1.4663 -0.242
C 1.4400 1.1591 -2.4661 0.065
N 1.9171 2.2977 -3.0404 -0.762
N 0.2509 -0.0937 -0.7156 -0.675
H -0.0694 2.0077 -1.2297 0.229
H 2.0196 0.2911 -2.7592 0.209
H 2.4871 2.2339 -3.8878 0.413
H 1.2824 3.0972 -3.0426 0.398
H -0.7376 -0.1697 -0.5569 0.449
H 0.6813 -0.1098 0.2465 0.461
H 0.5688 -0.9395 -1.1544 0.437
C 0.7932 -0.8550 2.4278 -0.642
C -0.4466 -1.3427 1.6783 -0.356
C -1.6768 -0.9780 2.0729 0.163
O -2.8567 -1.3932 1.4615 -0.681
H 1.2301 0.0178 1.9898 0.183
H 0.5089 -0.5423 3.4435 0.247
H 1.5683 -1.6192 2.5165 0.240
H -0.3360 -1.8866 0.7246 0.183
H -1.8553 -0.3369 2.9277 0.183
H -3.6151 -0.9619 1.9026 0.498
```


Record 4
ORCA calculation (ωB97M-V/def2-TZVPD) on a 2-piece molecular cluster, C3H7OP overall at a distorted geometry.

For the LUMO energy (spin up / spin down), the calculation gives -0.0346 / -0.0319 hartree. For the energy relative to the best compared isomer or geometry (same formula, charge and spin), the calculation gives 5.084 eV. As for the calculated total energy: -14555.1351 eV. As for the largest force on an atom: 0.0360 Eh/bohr.

Structure (XYZ):
```
12
Properties=species:S:1:pos:R:3:nbo_charge:R:1
C 0.3410 -1.1042 0.8030 -0.685
C 0.2336 -1.1620 -0.7262 -0.688
C 0.2232 1.7237 -0.0640 -0.924
O -3.2235 -0.1013 0.0510 -0.372
P -0.7399 0.1484 0.0595 0.984
H -0.1212 -1.9141 1.3517 0.247
H 1.2819 -0.7770 1.2272 0.233
H 1.1090 -0.9046 -1.3062 0.234
H -0.3229 -1.9982 -1.1281 0.248
H 1.2772 1.4827 -0.1865 0.231
H -0.1307 2.2940 -0.9207 0.246
H 0.0722 2.3128 0.8393 0.244
```